{"formula": "C23H41BF4IrP2", "method": "ωB97M-V with the def2-TZVPD basis set", "total_charge": 2, "lumo_energy_ev": [-7.66, -10.16], "homo_ev": [-13.53, -15.14], "multiplicity": 6, "symbols": ["Ir", "C", "C", "C", "C", "C", "C", "H", "H", "H", "C", "H", "H", "H", "C", "H", "H", "H", "C", "H", "H", "H", "C", "H", "H", "H", "C", "C", "C", "C", "C", "C", "C", "C", "H", "H", "H", "H", "H", "H", "H", "H", "H", "H", "H", "H", "P", "C", "C", "P", "C", "C", "C", "H", "H", "H", "H", "H", "H", "H", "H", "H", "H", "H", "H", "H", "H", "F", "B", "F", "F", "F"], "positions_angstrom": [[0.10372, 1.23822, -0.35069], [-1.16520, 0.95984, 2.28289], [-1.57086, 1.58310, 0.96050], [-2.59572, -0.52183, 1.29504], [-1.69664, -0.31110, 2.37926], [-2.60872, 0.58448, 0.47433], [-0.64179, 1.71241, 3.46508], [-0.46106, 2.76624, 3.24471], [0.28741, 1.24207, 3.82360], [-1.34161, 1.67847, 4.32020], [-1.45686, -1.28870, 3.48424], [-0.50667, -1.08155, 3.98671], [-1.42423, -2.31445, 3.09300], [-2.25247, -1.24179, 4.24279], [-3.45168, -1.74339, 1.17485], [-4.18197, -1.80213, 1.99495], [-2.83930, -2.65352, 1.23070], [-4.00297, -1.76449, 0.23378], [-3.72322, 0.91405, -0.46108], [-4.70843, 0.94517, 0.03980], [-3.79532, 0.13380, -1.23329], [-3.56536, 1.88007, -0.94144], [-2.01908, 3.02703, 1.00954], [-2.92297, 3.11608, 1.63247], [-2.26538, 3.39483, 0.00740], [-1.24356, 3.65931, 1.45529], [3.22692, -0.04385, -0.79768], [3.51058, 1.31928, -0.43111], [3.42019, 2.46960, -1.32066], [2.28754, 2.41447, -2.37663], [1.12512, 1.52561, -2.01766], [0.99678, 0.23270, -2.81105], [2.29988, -0.42934, -3.27017], [3.46731, -0.48811, -2.27722], [4.36976, 2.66168, -1.85293], [2.67528, 2.12835, -3.36454], [3.29777, 3.37115, -0.70032], [4.31791, 0.08480, -2.66434], [3.76363, -0.77647, -0.17736], [4.22041, 1.42168, 0.40198], [3.85601, -1.51265, -2.26928], [2.11371, -1.44216, -3.67236], [0.47811, 0.44328, -3.73930], [2.66697, 0.12613, -4.14927], [1.83955, 3.41430, -2.43971], [0.14107, 2.13176, -2.12046], [1.74256, -0.14050, 0.37203], [1.79683, -0.96338, 1.95948], [1.90039, 1.67152, 1.30753], [-0.35020, -0.66485, -1.77231], [1.00402, -1.47236, -0.71664], [-1.69403, 0.32366, -2.85199], [-1.49967, -2.09245, -1.67397], [1.21977, -1.89242, 1.87676], [1.38169, -0.35280, 2.77269], [2.84194, -1.18848, 2.19430], [2.02567, 2.56789, 0.68460], [2.79931, 1.54080, 1.93052], [1.10407, 1.85288, 2.02744], [-1.48500, -2.63003, -2.63069], [-2.52149, -1.75199, -1.46979], [-1.24481, -2.80720, -0.88238], [0.58880, -2.23210, -0.05631], [1.78300, -1.88072, -1.37683], [-2.54744, -0.33676, -3.02721], [-1.26584, 0.60072, -3.82669], [-1.96841, 1.23097, -2.29205], [-0.14356, -3.22515, 1.25972], [-0.72530, -4.57117, 1.33454], [-1.67956, -4.63330, 0.27300], [-1.38082, -4.62046, 2.58655], [0.29354, -5.49679, 1.20316]], "forces_ev_per_a": [[-1.33, -1.68, 1.38], [-0.41, 1.39, -0.46], [-1.87, -0.29, 1.60], [-0.30, -1.94, 0.30], [0.31, -1.35, 0.57], [-0.01, 1.80, 0.00], [0.25, -0.07, -0.02], [0.11, -0.17, 0.04], [-0.22, 0.21, 0.09], [0.11, -0.18, -0.44], [0.08, 0.19, -0.20], [-0.22, 0.00, 0.01], [-0.09, 0.11, 0.07], [0.06, 0.00, -0.17], [0.07, 0.32, -0.15], [0.19, 0.04, -0.06], [0.03, 0.05, 0.08], [-0.02, 0.05, 0.13], [0.24, -0.12, -0.30], [0.48, -0.11, 0.08], [-0.16, 0.26, 0.19], [-0.11, -0.14, -0.04], [0.17, 0.13, -0.15], [0.19, 0.01, -0.14], [0.08, 0.11, 0.23], [-0.19, 0.02, -0.22], [0.46, -0.36, 1.42], [3.78, 0.54, -0.09], [0.05, 0.91, -0.57], [-0.15, 0.57, 0.44], [-0.23, 0.32, -2.10], [0.19, -1.00, -1.05], [0.28, -0.07, -0.36], [-0.56, -0.56, 0.45], [-0.15, -0.12, 0.13], [-0.15, 0.13, 0.32], [-0.01, -0.08, -0.17], [-0.23, 0.20, 0.39], [0.81, 0.32, -0.13], [-0.32, 0.22, -0.40], [-0.15, 0.14, 0.21], [-0.25, 0.43, 0.28], [0.10, 0.35, -0.16], [-0.33, -0.13, 0.22], [0.51, -0.09, -0.33], [0.38, 0.21, -0.49], [0.82, -1.82, -1.01], [0.16, -0.63, 0.50], [-0.92, 1.34, 0.15], [-0.32, -0.27, -1.42], [-1.04, 0.36, 1.21], [0.13, 0.74, 0.69], [0.25, -0.69, 0.07], [0.26, 0.02, 0.17], [0.25, -0.05, -0.39], [-0.05, -0.08, 0.12], [0.04, -0.10, 0.49], [-0.19, -0.38, -0.55], [0.02, -0.13, -0.08], [-0.17, 0.05, 0.05], [0.27, 0.11, -0.34], [0.18, 0.07, -0.23], [-0.26, -0.01, -0.09], [-0.33, 0.32, 0.10], [0.13, 0.28, 0.24], [-0.19, -0.06, 0.50], [-0.32, -0.23, -0.65], [0.00, 0.38, -0.03], [-0.44, -0.78, 0.30], [0.55, 0.24, 0.53], [0.30, 0.17, -0.74], [-0.59, 0.59, -0.01]]}